1.
The following is a DFT calculation (ωB97M-V/def2-TZVPD) of a structure of composition C17H27N3S2Ti.

Geometry as XYZ:
```
50
Properties=species:S:1:pos:R:3
H -1.59391 2.56129 2.99745
H 1.89100 -3.23826 -1.14768
H 3.15858 -2.76845 0.92234
H 3.61063 0.36568 -1.27872
H 1.12450 -4.19756 0.14151
H -1.04526 5.00979 2.71814
S 2.28732 -0.61189 0.54271
C 0.03223 4.74001 0.87634
H -0.55143 -2.82666 0.39969
H -1.10051 -4.04654 -1.31660
H 1.52889 5.19026 -1.44656
H -2.45863 -2.38382 -2.79737
C -0.76649 -3.03122 -1.58491
C 1.25748 4.14947 -1.26913
Ti 0.04295 -0.38537 -0.24801
H 1.66190 -2.54433 1.86215
S -1.57482 -0.34849 -2.00342
C -2.89984 -0.81863 4.40840
H -1.88156 0.46301 1.34852
H 1.59925 0.98998 -2.56300
H -0.31093 0.63648 -3.86031
H -1.30603 -0.77402 -4.38424
C 0.14469 2.46510 0.07099
H 2.93391 -1.21754 -1.81929
C -0.58637 2.04259 1.19109
C 3.40173 -0.67303 -0.98373
H -0.56167 0.27647 2.24495
C 1.30418 1.81850 -1.91208
C -2.93457 -2.15257 4.30004
H -0.11943 -3.11205 -2.47244
H -2.72560 -2.24767 -1.04056
H 0.27222 5.79426 0.75877
N 0.00518 -2.51198 -0.41149
C -1.97854 -2.15296 -1.83993
C -0.60358 -0.39682 -3.62384
C 0.49314 3.83273 -0.12788
H -3.72937 -2.66664 3.75239
N 0.56274 1.50749 -0.83318
C 1.65016 3.14799 -2.13971
H 4.33046 -1.16870 -0.65910
N -0.86865 0.62643 1.33004
C 2.11745 -2.43058 0.86931
H -2.11429 -0.31042 4.97457
H 0.28942 -1.03881 -3.55544
H 2.24902 3.35794 -3.02901
C 1.33321 -3.17073 -0.20036
C -1.02041 2.93280 2.14205
H -3.67503 -0.18653 3.96641
C -0.70403 4.29169 1.97188
H -2.17129 -2.78771 4.75825
```

Values from the calculation:
Total charge: +2
E_tot, eV: -67309.2389
Multiplicity: 3
Strongest force on any atom, eV Å⁻¹: 2.04

***

2.
The following is a DFT calculation (ωB97M-V/def2-TZVPD) of the molecule C17H27NO4.

Geometry as XYZ:
```
49
Properties=species:S:1:pos:R:3
H 0.61772 -4.14049 -2.24950
H -0.67205 -5.26027 -0.03289
C 0.03786 -3.28636 -0.37509
C -1.27296 -3.44235 2.15467
O -2.95980 -2.94271 0.48989
C -0.22991 2.40668 -2.14819
N 0.42504 3.46101 -0.02818
H -0.74126 5.63175 -1.02976
H 3.47574 0.17038 0.87240
H -2.71499 3.31829 -1.38858
C 1.38391 -1.42489 0.37289
H -0.55839 -4.22683 2.44906
H -2.24850 3.99068 0.17536
H -0.33387 1.40323 -1.74343
O 1.56839 -0.50483 1.37111
H 0.20345 4.21321 0.61340
H 2.51217 -2.59977 -2.57960
C 2.17426 -1.53736 -0.76110
H -1.17414 4.92600 -2.58710
H 0.78982 2.54181 -2.49895
C 1.89437 -2.51952 -1.69772
C 0.66881 2.22564 0.70343
H -1.76880 -2.84794 3.94620
H -2.09809 2.25700 -0.12731
C -0.48659 4.85583 -1.74890
H -0.90282 2.49893 -2.99689
C 0.31426 -2.31386 0.57324
C 0.83611 -3.38240 -1.51229
C 2.49677 0.53884 1.19751
H -3.44785 -2.65082 1.26980
C 1.99884 1.61113 0.22033
H 1.84272 1.15132 -0.76735
C -2.05378 -3.92762 0.92674
H -1.67068 -4.30677 -1.13311
C -1.99801 3.24279 -0.57564
C -0.57154 3.46834 -1.10196
H -0.13039 1.48689 0.59123
H -1.26237 -1.36548 1.63759
H 2.50385 3.40502 -0.16719
H 0.77013 2.45158 1.76830
H 3.00646 -0.87308 -0.92861
H 2.61467 0.98658 2.18817
H -2.61476 -4.83345 1.21333
C -0.52581 -2.15780 1.80854
O -2.21997 -3.23436 3.18838
H 0.52289 5.03824 -2.10805
C -1.09196 -4.26597 -0.20832
O 2.98291 2.61014 0.12233
H 0.10812 -1.84637 2.64181
```

Values from the calculation:
E_tot, eV: -27747.5230
Multiplicity: 1
Strongest force on any atom, eV Å⁻¹: 0.77

***

3.
The following is a DFT calculation (ωB97M-V/def2-TZVPD) of a structure of composition C17H28AsBrF6N4OPbS6.

Geometry as XYZ:
```
65
Properties=species:S:1:pos:R:3
H -1.01388 2.74609 2.75365
H 2.07139 1.77187 0.91192
Br -1.11815 0.83579 -5.84825
H -1.78739 3.72608 1.38987
As -3.09961 -1.16568 2.86249
C -1.38084 3.54785 0.36179
C 3.00252 0.36608 -2.46979
H -0.46465 -3.57098 -3.83902
N -0.02483 -2.93041 1.46717
S -6.61674 -2.04071 -0.00301
S 1.82639 1.13098 -1.31546
C 3.49290 0.17038 0.67905
C -1.74595 -2.41248 -2.63173
S -7.07770 0.93070 0.90274
S -0.52786 -4.21341 0.89500
H -2.75426 0.73771 -3.61093
C 3.16851 -2.62181 0.44762
C 1.43005 2.19759 3.94159
H -1.92649 -3.26704 -1.99574
F -2.88188 -2.84630 3.07266
H 3.88357 -3.38754 -1.45892
H 1.58366 -0.75115 -3.62476
F -2.66377 -1.38895 1.12712
C -0.54106 1.35912 1.32796
C 3.38829 -2.48507 -1.04800
F -4.80122 -1.35922 2.54082
C -2.30081 -0.22664 -3.56704
C 2.82657 1.40629 0.15787
C -0.96424 -2.60582 -3.73557
N -0.46483 1.94341 2.50584
C -1.34199 -0.52490 -4.52935
H 3.52752 2.11968 -0.01790
F -1.34622 -0.95222 3.01396
H 0.56524 0.34648 3.23476
H 4.11498 -1.64231 -1.25908
H 3.16394 1.03955 -3.32991
C -6.77605 -0.54496 0.43307
S 2.42657 -1.13740 1.25571
H -0.42412 1.06813 4.41631
H 0.69422 4.11485 0.47896
F -3.35093 0.46916 2.39879
H 1.99314 1.76343 4.81052
N -1.08910 2.10758 0.33900
H -0.01729 4.22085 -1.17273
H 4.15722 0.57523 1.48366
H -3.13027 -0.94994 -1.76034
C 0.22073 1.26909 3.61386
H 4.06679 -2.79604 1.01011
H 2.39890 -3.35470 0.70973
Pb -0.36485 -1.04933 0.16539
H -0.25440 5.53001 0.10561
H 3.16401 -1.49859 -3.68537
C -2.46312 -1.14503 -2.57013
O -0.85790 -4.37075 -0.51161
S 1.89047 -2.13946 -1.87734
H 1.12629 3.18109 4.27357
N -0.72124 -1.66667 -4.64754
C 2.47845 -0.95727 -3.08818
H 4.01835 0.26748 -2.08567
H -1.13263 1.63743 -0.55547
H -2.08978 3.67376 -0.41125
F -3.25272 -0.78191 4.51643
C -0.17804 4.42622 -0.02993
H 4.21748 -0.26616 0.03614
H 2.04864 2.37091 3.03930
```

Values from the calculation:
E_tot, eV: -243538.1624
Multiplicity: 1
Strongest force on any atom, eV Å⁻¹: 3.69

***

For each record above, in turn, the calculated energy relative to the best compared isomer or geometry (same formula, charge and spin) values are 0.000, 0.792, 1.473 eV.